Entry 1:
This record from the OMol25 dataset describes C5H9NO in the gas phase in a non-equilibrium geometry. The level of theory is ωB97M-V with the def2-TZVPD basis set.

The geometry in XYZ format:
```
16
Properties=species:S:1:pos:R:3:forces:R:3:nbo_charge:R:1
H 1.620 -0.545 1.561 0.823 0.377 1.443 0.2027
H -1.297 -0.950 -0.587 -0.465 0.912 1.081 0.1801
C -1.213 1.249 -0.648 -1.840 0.341 -1.135 -0.4142
C 1.487 -1.464 -0.240 -0.900 -0.563 -0.367 0.4190
H -1.691 2.029 -0.016 0.030 -0.211 -0.940 0.2043
C -1.354 -0.064 0.135 -0.870 -0.888 -1.781 -0.2107
H 0.607 2.246 0.141 -0.081 -1.344 -0.304 0.1827
C 0.267 1.242 -0.272 1.350 0.655 -0.640 -0.2192
N -0.079 0.213 0.711 0.681 -0.552 1.664 -0.4416
H -1.625 1.212 -1.731 1.007 0.440 1.833 0.2174
H -2.220 -0.106 0.817 0.371 -0.320 -0.150 0.1826
O 0.970 -1.226 -1.313 1.376 -0.925 0.506 -0.5416
C 0.768 -0.892 1.040 0.970 -0.458 -1.651 -0.3078
H 1.002 0.853 -1.045 -1.037 0.900 0.746 0.2007
H 2.494 -2.082 -0.140 -1.587 1.033 -0.105 0.1162
H 0.266 -1.715 1.587 0.173 0.603 -0.200 0.2295
```
Positions in Å, forces in eV/Å.

Computed properties:
Total charge   0
LUMO energy   1.02 eV
2S+1   1
Structure (SMILES)   O=CCN1CCC1
Relative energy (zero: lowest compared OMol25 entry of this formula, charge and spin)   300.5 kJ/mol


Entry 2:
This record from the OMol25 dataset describes C29H40N5O9P2SSiTa as an isolated structure in a non-equilibrium geometry. The level of theory is ωB97M-V with the def2-TZVPD basis set.

The geometry in XYZ format:
```
88
Properties=species:S:1:pos:R:3:forces:R:3:mulliken_charge:R:1
H -2.253 -1.147 6.326 0.006 -0.015 -0.003 0.3782
C 1.017 1.611 -2.638 0.144 0.047 0.238 1.1750
H -0.240 -5.141 0.560 0.022 -0.189 0.081 0.4078
C 1.567 2.694 -3.325 -0.125 -0.009 -0.144 -0.6226
N 0.863 1.471 -1.233 0.065 0.061 -0.216 1.2491
H -2.901 -0.863 3.351 -0.048 -0.005 0.029 0.2873
C -1.145 -3.525 -4.245 -0.066 0.039 0.030 -1.0494
H 2.861 -2.760 -1.065 -0.031 -0.008 0.017 0.0969
H 2.040 3.518 -5.233 0.002 -0.010 -0.016 0.4749
C 3.397 2.898 -0.768 0.131 -0.025 -0.004 -1.4404
C -2.042 2.571 -1.107 -0.014 0.085 -0.073 -0.1426
C 0.605 0.489 -4.766 0.019 0.074 0.087 -1.2277
H -1.652 2.358 2.116 -0.010 -0.017 -0.015 0.4648
H 1.949 3.563 -2.815 0.007 -0.021 0.037 0.3625
H -3.531 3.672 -2.194 -0.008 -0.001 0.000 0.5774
C -2.096 2.664 1.176 -0.029 0.071 0.021 -0.5627
O -2.868 -2.705 -1.249 -0.184 0.033 -0.028 -0.6488
Si 1.591 2.884 -0.272 -0.044 -0.241 -0.225 1.2514
C 0.064 -1.213 4.842 -0.108 0.206 -0.064 -0.7812
H 1.397 5.290 -0.421 -0.015 0.012 -0.007 0.4881
H -4.620 -1.756 0.528 -0.222 -0.144 -0.057 0.3724
C 1.281 -2.398 -3.482 -0.003 -0.042 -0.034 0.3528
H -1.554 2.193 -1.998 -0.011 -0.009 0.011 0.2970
H 4.049 -1.023 2.126 0.032 -0.002 0.015 0.3249
H 4.018 2.770 0.123 0.034 -0.001 -0.024 0.5185
N -5.811 5.409 -0.138 -0.003 0.016 -0.006 -0.3945
P -2.592 -1.788 -0.161 0.875 0.484 0.160 0.7415
H 2.212 -1.908 -3.222 0.006 0.001 0.016 0.8273
H -2.107 -3.627 5.824 -0.001 0.004 0.006 0.4028
C 1.134 1.586 -5.429 -0.008 -0.016 -0.058 -0.8783
H 3.115 -2.867 0.715 -0.021 -0.014 -0.012 0.2439
H 0.029 -5.138 -5.015 -0.001 0.000 -0.001 0.4748
N -0.898 -0.573 3.892 -0.029 -0.081 0.032 0.1550
H 2.221 3.510 1.894 -0.041 0.003 0.069 0.5779
H 0.584 2.879 2.028 -0.007 0.001 -0.016 0.2453
S 3.461 -0.682 -0.132 -0.177 0.045 -0.150 0.5274
H 0.131 -2.982 6.004 -0.025 0.019 0.019 0.4577
C 0.073 -1.781 -3.222 -0.055 0.154 0.031 -0.2078
C 0.712 4.472 -0.661 -0.097 0.092 -0.009 -1.5128
H -2.636 0.442 4.534 -0.031 -0.013 0.021 0.3493
C -1.142 -2.292 -3.596 0.056 -0.090 -0.045 -0.0963
C -0.316 -2.672 5.059 0.116 -0.030 0.010 -0.4603
C 1.261 -3.620 -4.132 -0.044 -0.004 -0.005 -1.2432
O 0.763 -2.914 1.823 0.054 -0.062 0.095 -0.6864
H 0.006 -0.623 5.756 0.022 -0.048 0.024 0.4499
H 5.477 -0.777 1.051 0.010 0.002 0.058 0.5258
C -3.143 3.401 -1.223 0.066 -0.043 0.025 -1.1027
H 3.665 2.129 -1.493 -0.026 -0.023 0.013 0.3240
O -1.838 -0.423 -0.486 -0.017 -0.729 -0.030 -0.3736
H 1.171 1.587 -6.509 0.001 0.006 0.002 0.4589
O -0.288 -4.387 -0.038 0.011 0.062 -0.040 -0.3832
C -4.883 4.734 -0.108 0.048 -0.050 -0.016 -0.3253
H -0.164 4.586 -0.021 -0.010 0.036 0.006 0.2792
C -3.729 3.875 -0.056 -0.126 0.108 0.024 0.5882
H 1.967 1.771 1.970 0.041 -0.003 -0.028 0.0749
N -1.522 2.207 0.065 0.002 -0.375 0.049 1.0184
C -3.194 3.504 1.172 0.093 -0.054 -0.002 -1.0546
O -1.563 -2.388 0.971 -0.149 -0.414 0.058 -0.2036
C 0.580 0.536 -3.387 -0.117 -0.071 0.028 0.5591
H 3.680 3.855 -1.210 -0.004 0.016 0.031 0.4465
C -2.358 -0.573 4.251 0.170 0.035 -0.100 -0.4499
H -3.623 3.862 2.097 -0.008 0.004 -0.006 0.5532
P -0.092 -2.996 0.641 -0.532 0.735 -0.963 0.1949
C 3.483 -2.456 -0.225 0.128 -0.041 0.032 -0.7862
H 0.236 -0.372 -5.304 0.001 -0.005 -0.017 0.6181
H -2.088 -3.961 -4.546 0.000 -0.003 0.005 0.4795
C 0.043 -4.184 -4.506 0.042 -0.017 -0.009 -0.6486
H -2.058 -1.764 -3.381 -0.007 -0.002 -0.004 0.5785
C 1.618 2.671 -4.711 -0.005 0.014 0.028 -1.4896
O 2.056 -0.340 0.420 -0.401 -0.117 0.188 -0.8103
H 1.061 -1.094 4.425 0.016 -0.059 -0.007 0.4087
H 4.481 0.620 1.528 -0.005 -0.002 0.009 0.3179
C -0.519 -0.144 2.760 0.066 -0.105 -0.034 0.0583
H 4.521 -2.738 -0.413 -0.025 -0.058 -0.003 0.5943
O 0.291 -2.070 -0.605 0.128 -0.169 1.276 -0.8451
Ta 0.102 -0.106 -0.318 0.184 1.544 -0.826 2.1803
O 0.107 -0.500 -2.567 0.189 -0.230 0.013 -0.2652
H 0.142 -3.276 4.277 -0.046 -0.002 -0.011 0.1357
H -3.653 -1.730 5.464 0.007 -0.041 -0.010 0.4312
H 0.394 4.602 -1.694 -0.005 -0.025 0.006 0.4421
C -1.843 -2.875 5.083 -0.014 -0.086 -0.036 -0.4950
H 2.187 -4.129 -4.361 0.009 0.012 0.006 0.4963
C -2.578 -1.573 5.375 -0.070 0.095 0.062 -0.9240
H -2.182 -3.263 4.119 0.012 0.031 -0.020 0.1771
N -0.179 0.290 1.724 0.012 -0.480 0.084 0.3272
C 4.470 -0.445 1.305 0.080 0.014 0.000 -1.1379
O -3.791 -1.311 0.732 0.086 0.142 0.222 -0.4765
C 1.557 2.698 1.576 0.026 -0.004 0.101 -1.0739
```
Positions in Å, forces in eV/Å.

Computed properties:
Total charge   +2
LUMO energy   -6.37 eV
2S+1   1
Relative energy (zero: lowest compared OMol25 entry of this formula, charge and spin)   96.1 kJ/mol